{"formula": "C26H35N4O4", "method": "ωB97M-V/def2-TZVPD", "homo_ha": -0.4159, "charge": 1, "gap_ev": 6.3, "relative_energy_kj_mol": 536.1, "elements": ["H", "C", "O", "H", "N", "H", "C", "C", "H", "C", "H", "C", "H", "C", "H", "H", "C", "H", "H", "C", "H", "C", "H", "H", "H", "O", "H", "H", "H", "H", "C", "H", "H", "H", "C", "C", "C", "C", "C", "H", "C", "C", "H", "H", "C", "C", "O", "H", "C", "H", "C", "O", "H", "H", "C", "H", "H", "H", "H", "C", "N", "H", "C", "H", "C", "C", "H", "N", "N"], "coordinates": [[-2.11840, 1.06938, -0.32937], [-0.26846, -1.39196, 2.30719], [2.37882, -0.95625, -3.20370], [1.64104, -6.57061, 3.34713], [-2.56073, -1.68503, 2.56752], [4.20269, -0.19868, -3.83291], [1.23528, -4.66579, 2.42153], [-1.37177, -2.08880, 3.10725], [-3.43898, 5.14201, -4.51438], [-1.26718, 2.82704, -2.15777], [0.05337, -2.95472, 0.85359], [2.88440, -3.56052, 4.39536], [4.22184, -1.08773, -2.23370], [1.83362, -5.49628, 3.37306], [0.35266, -0.80227, 3.00683], [5.33344, 0.85987, -1.37344], [1.41495, -3.28003, 2.49407], [4.13031, 3.67760, -1.63759], [-3.12803, 1.39886, 1.24371], [-3.43772, 3.63637, -2.98869], [5.18567, 1.75498, -2.88907], [2.26567, -2.72912, 3.45623], [0.61794, 2.01407, -1.42847], [2.97022, 0.60697, -1.17055], [1.36881, -1.76105, 0.96017], [-5.45131, 2.79422, -2.19491], [-4.23311, -1.32089, 0.43472], [-3.24995, 2.16862, -1.45095], [2.48971, -1.86269, -3.52572], [0.58034, -5.06938, 1.64444], [3.39303, 0.88019, -2.14909], [0.71630, 0.26135, 0.61110], [-3.02034, -0.53470, -0.59737], [-2.74058, -2.19935, -0.02190], [-1.03270, 1.11803, -0.37489], [-2.81592, 4.52508, -3.87429], [4.66423, 2.88418, -1.10923], [0.65812, -2.35915, 1.55703], [4.71363, 1.59136, -1.91081], [-0.93922, 5.27848, -4.56787], [-2.48702, -0.67725, 1.51893], [2.67456, -4.94542, 4.35068], [4.20305, 2.72804, -0.12988], [2.66325, 2.50050, -3.26342], [-3.82903, -2.18404, 3.04426], [-2.69044, 2.80808, -2.13386], [-5.47892, 4.31562, -3.77962], [-4.43344, -1.36501, 3.45832], [-0.65984, 3.75220, -3.06444], [1.68385, 1.12027, -3.30257], [-3.15594, -1.21820, 0.24414], [-1.23423, -2.83601, 4.07376], [0.42886, 3.80739, -3.06696], [-2.91708, 0.91701, 2.94809], [-0.37684, 0.28791, 0.53360], [-3.65128, -2.93485, 3.81923], [3.52830, -3.11434, 5.15503], [3.16382, -5.59241, 5.08151], [-4.32531, 0.33573, 2.01296], [-3.25525, 0.58220, 1.95891], [2.34535, 1.67212, -2.76227], [2.39946, -1.64375, 3.47774], [-0.46731, 1.96417, -1.31857], [-4.38726, -2.63842, 2.21431], [-1.42248, 4.57530, -3.89489], [3.65255, -0.42253, -2.90403], [5.68635, 3.22976, -0.94358], [-4.86291, 3.57321, -2.97918], [-1.02650, -0.51092, 1.40755]], "forces_ev_per_a": [[0.523, 0.186, -0.086], [0.424, -0.148, 0.807], [-0.222, -0.859, -0.127], [0.155, 0.333, 0.008], [0.522, -0.255, 0.236], [0.033, -0.203, 0.248], [-0.097, 0.295, 0.377], [-0.166, -0.577, 1.188], [0.213, -0.076, 0.094], [-1.076, 1.008, -1.136], [0.196, 0.180, 0.149], [-0.040, 0.038, -0.305], [-0.006, 0.093, -0.410], [0.241, 0.243, -0.066], [-0.429, -0.075, -0.269], [0.052, 0.209, -0.156], [0.075, -0.050, -0.012], [-0.030, -0.050, 0.098], [-0.142, -0.089, 0.231], [2.141, -0.295, 0.316], [0.036, 0.087, 0.162], [-0.197, -0.444, 0.116], [-0.040, 0.037, -0.093], [0.283, -0.278, 0.156], [-0.213, -0.200, 0.129], [1.588, 1.355, -1.332], [0.384, 0.009, -0.135], [0.125, 0.177, -0.321], [-0.120, 0.346, 0.033], [0.195, 0.008, 0.323], [-0.255, -0.355, 0.410], [-0.395, 0.012, -0.110], [-0.169, -0.267, 0.082], [-0.107, 0.243, 0.024], [-0.612, 1.033, -1.328], [0.108, -0.421, 0.361], [0.099, -0.059, -0.089], [0.029, -0.279, -0.400], [-0.016, -0.204, -0.133], [0.005, -0.182, 0.150], [-1.247, -0.360, 0.098], [-0.218, 0.177, -0.162], [-0.032, 0.049, -0.096], [0.024, -0.546, -0.076], [-0.521, 0.057, -0.045], [-0.061, 0.294, -0.276], [1.433, -1.500, 1.632], [0.131, -0.292, 0.023], [-0.245, -0.528, 0.554], [0.466, 0.079, -0.097], [0.297, -0.212, -0.164], [-0.057, 1.127, -1.734], [-0.250, 0.015, -0.128], [-0.067, -0.036, -0.241], [-0.546, -1.382, 1.681], [0.078, 0.221, -0.198], [-0.157, -0.236, -0.203], [-0.211, 0.209, -0.218], [0.403, 0.139, -0.020], [0.343, 0.162, 0.243], [-0.189, 1.037, -0.277], [0.115, -0.337, 0.149], [-0.322, -0.806, 1.524], [0.102, 0.003, 0.294], [0.001, -0.101, 0.195], [0.041, 0.544, 0.271], [-0.106, 0.089, 0.044], [-3.935, 0.095, -0.218], [1.636, 1.517, -1.748]], "mulliken_charge": [-1.54, 0.08, -0.54, 0.37, 0.26, 0.35, -0.34, 0.19, 0.51, 1.00, 0.36, -0.75, 0.37, -0.61, 0.36, 0.36, 0.45, 0.30, 0.34, -0.31, 0.37, -0.19, 0.59, -0.41, 0.27, -0.58, 0.51, 0.60, 0.32, 0.32, 0.79, 0.64, 0.42, 0.32, 1.12, -0.42, -1.18, -0.47, -0.68, 0.40, 0.18, -0.42, 0.28, 0.22, -0.90, -0.54, -0.59, 0.29, -0.43, 0.28, -1.55, -0.69, 0.40, 0.36, 0.01, 0.38, 0.38, 0.38, 0.50, -1.54, -0.41, 0.34, -0.76, 0.30, -0.69, -0.73, 0.41, 0.98, 0.62]}